1.
{"formula": "C13H13OP", "method": "ωB97M-V with the def2-TZVPD basis set", "species": ["C", "C", "C", "C", "C", "C", "C", "C", "C", "C", "C", "C", "C", "O", "P", "H", "H", "H", "H", "H", "H", "H", "H", "H", "H", "H", "H", "H"], "positions_angstrom": [[0.39271, 3.34468, 1.58367], [1.24821, 2.91402, 0.55297], [-0.86153, 2.75601, 1.76104], [0.89249, 1.77476, -0.13183], [-1.32399, 1.80123, 0.84004], [-0.36604, 1.21837, 0.01685], [-1.93751, -1.62725, 0.36813], [-1.08980, -2.65920, 0.29271], [-1.50040, -2.02293, -1.88659], [-1.89630, -0.90536, -0.95297], [-0.33375, -2.51801, -1.01831], [-0.55806, -0.05505, -0.79581], [0.45115, -1.16839, -0.91816], [0.28714, -0.23180, -1.93611], [5.05564, -0.66387, 0.24845], [0.55178, 4.21066, 2.08836], [2.16695, 3.28342, 0.43207], [-1.54517, 3.32871, 2.44381], [1.62204, 1.25661, -0.74431], [-2.28206, 1.39569, 0.94621], [-2.58835, -1.18772, 1.10725], [-0.98526, -3.32677, 1.11663], [-2.19445, -2.87640, -2.10305], [-1.05424, -1.69045, -2.84853], [-2.79102, -0.35057, -1.28273], [0.39224, -3.29336, -1.18628], [4.98831, -2.16272, 0.44447], [5.25929, -0.54432, 1.56204]], "forces_ev_per_angstrom": [[-0.87, -2.06, -2.25], [-3.54, -1.76, 1.82], [-0.74, 1.62, -0.69], [0.44, 0.02, 0.10], [2.05, -0.07, 1.20], [-0.29, -1.23, -1.19], [-0.70, 0.04, -0.69], [-0.61, 1.33, 0.89], [1.33, -1.45, -2.26], [-0.20, 1.57, -0.21], [0.73, 0.31, 1.26], [-0.31, -1.16, 0.47], [-1.48, 1.72, 0.17], [0.83, -0.47, -0.39], [-0.39, -1.92, -1.71], [0.95, 2.25, 1.68], [3.38, 1.73, -0.49], [0.52, -1.13, -0.56], [-0.16, 0.25, -0.16], [-1.37, -0.51, -0.06], [0.10, -0.71, 0.61], [0.67, -0.58, 0.19], [0.12, 1.13, 0.56], [-0.76, 0.00, 0.45], [0.34, -0.11, 0.45], [-0.41, -0.72, -0.88], [0.04, 1.54, -0.38], [0.33, 0.39, 2.09]], "fmax_ev_per_a": 4.35, "s2": 2.01, "homo_energy_ev": [-8.46, -8.66], "total_energy_ev": -25020.7482, "total_charge": 0, "homo_lumo_gap_ev": [9.4, 7.4], "spin_multiplicity": 3}

2.
{"formula": "C13H13OP", "method": "ωB97M-V with the def2-TZVPD basis set", "species": ["C", "C", "C", "C", "C", "C", "C", "C", "C", "C", "C", "C", "C", "O", "P", "H", "H", "H", "H", "H", "H", "H", "H", "H", "H", "H", "H", "H"], "positions_angstrom": [[3.14320, -0.17136, 0.24100], [-0.37735, 2.52330, 0.01126], [2.81915, -0.13989, -1.14452], [2.22670, -0.90704, 1.02648], [-0.19102, 1.81701, 1.20818], [-1.36955, 2.11701, -0.93138], [1.85565, -0.93162, -1.70139], [1.01249, -1.24487, 0.56175], [-0.97465, 0.73270, 1.51685], [-2.08227, 0.88053, -0.71259], [0.80671, -1.42152, -0.85203], [-1.88135, 0.27297, 0.57730], [-0.29105, -2.15292, -1.20854], [-4.04678, -1.38636, 0.10767], [-3.02049, -1.10057, 1.10184], [4.07767, 0.22625, 0.59145], [0.10767, 3.55884, 0.00723], [3.33535, 0.56952, -1.83195], [2.53808, -0.90976, 2.09363], [0.62233, 2.18307, 1.84302], [-1.46061, 2.70045, -1.94835], [1.70279, -0.84099, -2.76596], [0.41469, -1.72106, 1.23441], [-1.03885, 0.30323, 2.51633], [-2.83459, 0.37928, -1.27242], [-0.53087, -2.52147, -2.19594], [-1.01253, -2.33011, -0.34664], [-3.55049, -0.48462, 2.27330]], "forces_ev_per_angstrom": [[-1.29, -1.13, -1.84], [-0.93, 0.96, 0.18], [1.64, 1.10, 0.00], [2.67, 2.55, 1.69], [0.82, 0.99, -0.51], [0.24, -0.62, -1.51], [-1.59, 1.04, 0.35], [1.53, -0.74, -2.04], [-0.74, -0.14, 0.08], [1.94, 1.25, 2.78], [1.20, -0.07, 0.60], [-1.01, -0.04, -1.12], [-1.77, -0.36, 1.04], [-1.54, -0.74, -1.48], [1.88, 1.83, 0.94], [-0.01, 0.23, 0.28], [-0.53, -1.76, -0.70], [0.07, -0.90, 0.62], [-0.84, -0.48, -0.58], [-0.56, -0.23, 0.16], [-0.06, -1.19, 2.28], [-0.08, -0.38, -0.17], [-2.14, -1.09, 1.52], [0.58, -0.04, -0.12], [-0.35, 0.27, -1.07], [0.04, 0.13, 0.01], [0.82, -0.15, -1.58], [0.01, -0.29, 0.18]], "fmax_ev_per_a": 4.06, "s2": 2.06, "homo_energy_ev": [-7.21, -9.18], "total_energy_ev": -25024.1457, "total_charge": 0, "homo_lumo_gap_ev": [8.0, 7.6], "spin_multiplicity": 3}

Calculated relative energy (zero: lowest compared OMol25 entry of this formula, charge and spin) in order - 78.35; 0.00 kcal/mol